Entry 1:
{"formula": "CH3N3O", "method": "ωB97M-V/def2-TZVPD", "species": ["N", "N", "O", "C", "N", "H", "H", "H"], "positions_angstrom": [[1.525, -1.418, 0.335], [0.548, -1.832, 0.046], [-0.436, -2.194, -0.441], [-0.426, 0.910, -0.387], [0.424, 1.503, 0.329], [-1.412, 0.851, 0.081], [-0.270, 0.234, -1.237], [0.048, 1.946, 1.274]], "lowdin_charge": [0.2505, -0.3369, 0.0847, -0.1949, -0.0141, 0.0587, 0.0552, 0.0968], "relative_energy_kcal_mol": 80.71, "lumo_ha": 0.0375, "spin_multiplicity": 1, "homo_lumo_gap_ev": 10.907, "smiles": "N#[N+][O-].C=N", "total_charge": 0}

Entry 2:
{"formula": "C15H38Br2N4O10P3", "method": "ωB97M-V/def2-TZVPD", "species": ["N", "C", "N", "Br", "N", "C", "C", "O", "Br", "P", "N", "O", "H", "H", "H", "H", "H", "H", "H", "H", "O", "P", "O", "C", "C", "O", "C", "C", "O", "C", "C", "H", "H", "H", "H", "H", "H", "H", "H", "H", "H", "H", "H", "H", "H", "H", "O", "P", "O", "C", "C", "O", "C", "C", "O", "C", "C", "H", "H", "H", "H", "H", "H", "H", "H", "H", "H", "H", "H", "H", "H", "H"], "positions_angstrom": [[2.004, -3.369, 0.372], [0.742, -3.047, -0.040], [-0.225, -4.006, 0.086], [0.300, -5.757, -0.389], [0.476, -1.846, -0.528], [-0.881, -1.478, -0.908], [-1.863, -1.579, 0.248], [-1.709, -1.104, 1.303], [-3.461, -2.609, -0.175], [1.710, -0.478, -0.820], [2.384, -0.048, 0.680], [2.884, -1.227, -1.629], [2.443, -2.582, 0.842], [1.982, -4.098, 1.080], [-1.047, -3.851, -0.490], [-1.208, -2.085, -1.753], [-0.901, -0.447, -1.267], [1.792, -0.252, 1.479], [3.312, -0.449, 0.805], [3.514, -1.624, -1.006], [6.509, 3.200, -3.483], [6.949, 1.865, -3.057], [5.646, 0.981, -2.688], [4.748, 0.568, -3.728], [5.359, -0.463, -4.660], [7.526, 2.109, -1.555], [7.702, 3.431, -1.047], [6.474, 3.917, -0.306], [7.943, 0.661, -3.375], [9.332, 0.919, -3.728], [10.179, 1.525, -2.627], [4.410, 1.442, -4.291], [3.885, 0.142, -3.227], [6.187, -0.044, -5.232], [4.611, -0.821, -5.369], [5.747, -1.312, -4.098], [7.979, 4.123, -1.842], [8.552, 3.397, -0.364], [5.558, 3.715, -0.860], [6.535, 4.988, -0.110], [6.383, 3.397, 0.651], [9.359, 1.550, -4.618], [9.740, -0.051, -4.003], [9.976, 2.588, -2.502], [11.234, 1.431, -2.886], [10.001, 1.033, -1.673], [-8.556, 0.522, 1.285], [-8.064, -0.194, 2.472], [-9.294, -0.550, 3.436], [-10.266, -1.525, 3.022], [-9.711, -2.935, 2.973], [-7.360, 0.975, 3.359], [-7.176, 2.285, 2.828], [-8.344, 3.193, 3.149], [-7.051, -1.333, 2.967], [-5.715, -1.419, 2.420], [-4.809, -0.251, 2.759], [-10.673, -1.236, 2.049], [-11.074, -1.472, 3.749], [-8.944, -3.036, 2.202], [-10.506, -3.646, 2.748], [-9.256, -3.205, 3.926], [-6.990, 2.250, 1.754], [-6.266, 2.686, 3.281], [-9.301, 2.709, 2.957], [-8.295, 4.113, 2.566], [-8.335, 3.455, 4.208], [-5.784, -1.546, 1.338], [-5.287, -2.332, 2.831], [-5.046, 0.628, 2.159], [-3.774, -0.514, 2.544], [-4.896, 0.025, 3.807]], "lowdin_charge": [0.1533, -0.5016, -0.3126, 0.8330, -0.1392, -0.2177, -0.7917, 0.0898, 0.8305, 0.9199, -0.1351, -0.2524, 0.0878, 0.1054, 0.0046, 0.1144, 0.1177, 0.0589, 0.0504, 0.0675, -0.2076, 0.4642, -0.1972, -0.2783, -0.0766, -0.2182, -0.2981, -0.0724, -0.1875, -0.2290, -0.0737, 0.1189, 0.0739, 0.0708, 0.0811, 0.0805, 0.1064, 0.1176, 0.0728, 0.0804, 0.0726, 0.1210, 0.1187, 0.0700, 0.0860, 0.0863, -0.2123, 0.4632, -0.1787, -0.2628, -0.0840, -0.2144, -0.3049, -0.0685, -0.1823, -0.2692, -0.0694, 0.1154, 0.1195, 0.0646, 0.0806, 0.0826, 0.1021, 0.1148, 0.0772, 0.0790, 0.0773, 0.0727, 0.1163, 0.0732, 0.0498, 0.0930], "lumo_ha": -0.1707, "spin_multiplicity": 1, "homo_lumo_gap_ev": 7.194, "total_charge": 1}

Entry 3:
{"formula": "C16H46Cl3O20P5", "method": "ωB97M-V/def2-TZVPD", "species": ["C", "O", "P", "O", "O", "C", "O", "C", "H", "H", "H", "H", "H", "H", "H", "H", "H", "C", "O", "P", "O", "O", "C", "O", "C", "H", "H", "H", "H", "H", "H", "H", "H", "H", "C", "O", "P", "O", "O", "C", "O", "C", "H", "H", "H", "H", "H", "H", "H", "H", "H", "C", "O", "P", "O", "O", "C", "O", "C", "H", "H", "H", "H", "H", "H", "H", "H", "H", "C", "O", "P", "O", "O", "C", "O", "C", "H", "H", "H", "H", "H", "H", "H", "H", "H", "Cl", "C", "Cl", "Cl", "H"], "positions_angstrom": [[1.583, -3.682, -2.833], [2.635, -4.319, -2.154], [2.988, -4.079, -0.608], [1.867, -4.286, 0.330], [4.116, -5.203, -0.428], [4.598, -5.535, 0.863], [3.710, -2.650, -0.462], [2.944, -1.408, -0.512], [2.023, -2.871, -3.415], [0.852, -3.318, -2.112], [1.089, -4.419, -3.465], [5.667, -5.722, 0.758], [4.156, -6.472, 1.200], [4.384, -4.809, 1.647], [3.218, -0.746, -1.334], [3.022, -0.802, 0.390], [1.882, -1.600, -0.660], [0.663, 1.486, 1.373], [1.837, 2.279, 1.225], [3.170, 2.138, 2.177], [4.130, 1.094, 1.732], [2.501, 1.916, 3.640], [3.207, 2.234, 4.849], [3.779, 3.680, 2.131], [4.238, 4.225, 0.944], [0.505, 0.894, 2.275], [0.638, 0.850, 0.488], [-0.146, 2.213, 1.307], [3.188, 1.451, 5.607], [2.687, 3.098, 5.263], [4.257, 2.451, 4.654], [3.483, 4.793, 0.400], [4.511, 3.491, 0.187], [5.057, 4.926, 1.105], [-3.740, -5.537, -3.993], [-4.350, -4.344, -4.448], [-4.488, -3.014, -3.482], [-5.010, -1.778, -4.197], [-3.037, -2.860, -2.734], [-2.075, -2.115, -3.404], [-5.542, -3.514, -2.332], [-6.794, -2.800, -2.138], [-4.253, -6.499, -4.016], [-3.384, -5.445, -2.967], [-2.818, -5.707, -4.549], [-1.151, -2.666, -3.575], [-1.855, -1.319, -2.693], [-2.362, -1.725, -4.380], [-7.619, -3.497, -2.281], [-6.912, -1.985, -2.853], [-6.743, -2.362, -1.141], [0.141, -2.214, 2.585], [-1.182, -1.887, 2.285], [-1.771, -1.911, 0.759], [-0.846, -1.342, -0.220], [-2.362, -3.411, 0.483], [-1.487, -4.489, 0.066], [-3.154, -1.078, 0.905], [-4.087, -1.093, -0.187], [0.021, -3.020, 3.308], [0.612, -1.442, 3.193], [0.809, -2.588, 1.809], [-1.133, -5.098, 0.898], [-0.696, -4.016, -0.515], [-1.990, -5.157, -0.633], [-4.387, -2.110, -0.439], [-3.598, -0.578, -1.013], [-4.962, -0.560, 0.184], [0.423, 5.360, -0.410], [0.731, 4.930, 0.936], [0.709, 5.982, 2.168], [0.843, 5.437, 3.532], [1.738, 7.185, 1.667], [1.737, 8.356, 2.446], [-0.689, 6.728, 1.936], [-1.912, 6.355, 2.535], [-0.432, 4.856, -0.859], [1.220, 5.137, -1.119], [0.368, 6.449, -0.429], [1.600, 8.253, 3.523], [0.970, 9.022, 2.049], [2.689, 8.883, 2.384], [-2.827, 6.466, 1.953], [-2.148, 7.069, 3.324], [-1.957, 5.335, 2.918], [0.350, 0.837, -4.375], [0.169, 1.098, -2.619], [-1.489, 1.601, -2.254], [1.271, 2.322, -2.113], [0.401, 0.204, -2.041]], "lowdin_charge": [-0.1086, -0.2094, 0.4177, -0.2411, -0.2058, -0.1071, -0.1999, -0.0693, 0.0969, 0.0590, 0.0939, 0.0903, 0.0881, 0.0902, 0.0901, 0.0713, 0.0527, -0.0986, -0.2675, 0.5165, -0.2525, -0.2282, -0.0860, -0.2188, -0.1451, 0.0817, 0.0542, 0.0893, 0.0858, 0.0911, 0.0864, 0.0703, 0.0885, 0.0940, -0.1253, -0.2131, 0.5471, -0.2663, -0.2386, -0.1340, -0.2445, -0.0785, 0.0905, 0.0676, 0.0866, 0.0810, 0.0483, 0.0932, 0.0901, 0.0746, 0.0779, -0.1244, -0.2103, 0.4785, -0.2447, -0.2282, -0.0706, -0.2178, -0.0834, 0.0904, 0.0829, 0.0680, 0.0941, 0.0530, 0.0774, 0.0652, 0.0755, 0.0953, -0.0964, -0.2375, 0.4673, -0.2226, -0.2240, -0.1360, -0.2293, -0.1078, 0.0832, 0.0613, 0.0819, 0.0897, 0.0880, 0.0875, 0.0836, 0.0875, 0.0914, 0.5204, -1.5568, 0.5460, 0.6025, -0.0073], "relative_energy_kcal_mol": 63.27, "lumo_ha": 0.0188, "spin_multiplicity": 1, "homo_lumo_gap_ev": 10.659, "smiles": "COP(=O)(OC)OC.COP(=O)(OC)OC.COP(=O)(OC)OC.COP(=O)(OC)OC.COP(=O)(OC)OC.ClC(Cl)Cl", "total_charge": 0}

Entry 4:
{"formula": "H12O6", "method": "ωB97M-V/def2-TZVPD", "species": ["O", "H", "H", "O", "H", "H", "O", "H", "H", "O", "H", "H", "O", "H", "H", "O", "H", "H"], "positions_angstrom": [[-0.588, 1.943, -1.525], [-0.900, 2.505, -0.815], [-0.176, 1.202, -1.080], [-1.873, -1.963, -1.067], [-2.829, -1.925, -1.062], [-1.634, -1.889, -1.991], [0.051, -0.124, 0.354], [-0.229, 0.274, 1.179], [-0.586, -0.820, 0.195], [1.756, -2.159, -0.879], [1.820, -2.116, -1.833], [0.862, -1.877, -0.685], [3.686, 0.006, 0.628], [2.932, -0.407, 0.208], [3.514, 0.945, 0.560], [-2.025, 1.824, 2.386], [-2.197, 1.954, 3.319], [-1.584, 2.627, 2.109]], "lowdin_charge": [-0.0615, 0.0176, -0.0194, -0.0307, 0.0508, 0.0500, -0.0438, 0.0431, 0.0132, -0.0335, 0.0429, -0.0092, -0.0559, -0.0127, 0.0237, -0.0435, 0.0368, 0.0321], "relative_energy_kcal_mol": 28.89, "lumo_ha": 0.0071, "spin_multiplicity": 1, "homo_lumo_gap_ev": 10.971, "smiles": "O.O.O.O.O.O", "total_charge": 0}

> Which formula does entry 1 have?

CH3N3O